Here is a structure of composition C51H46N7O3PbS2 from the Open Molecules 2025 dataset. Energies are from ωB97M-V/def2-TZVPD.

The LUMO energy is 1.7 eV. As for the net charge: -1. The value obtained for the HOMO-LUMO gap is 6.35 eV. The calculation puts the relative energy (zero: lowest compared OMol25 entry of this formula, charge and spin) at 1.7383 eV. The value obtained for the highest occupied orbital energy is -4.67 eV.

Last column: Löwdin charge in e.
Positions of all 110 atoms, in Å:
Pb (-0.834, 1.347, 0.049)  1.32
C (-1.452, 1.326, 4.796)  -0.04
C (-1.597, 1.449, 3.327)  -0.30
N (-0.612, 1.357, 2.507)  -0.09
N (0.663, 1.121, 2.929)  -0.12
C (1.366, 2.119, 3.308)  -1.12
S (0.885, 3.753, 3.643)  0.47
S (3.044, 1.638, 3.789)  0.86
C (3.963, 3.228, 4.001)  -0.46
C (4.731, 3.833, 2.842)  -0.26
C (4.239, 3.858, 1.523)  -0.03
C (4.985, 4.407, 0.442)  -0.08
C (6.207, 4.990, 0.694)  -0.11
C (6.730, 4.918, 1.985)  -0.10
C (6.013, 4.347, 3.012)  -0.07
C (-2.962, 1.680, 2.888)  -0.10
C (-4.002, 1.420, 3.817)  -0.06
C (-5.318, 1.691, 3.571)  -0.14
C (-5.701, 2.253, 2.395)  -0.13
C (-4.766, 2.450, 1.429)  -0.02
C (-3.357, 2.149, 1.616)  -0.37
O (-2.592, 2.467, 0.621)  -0.34
H (-0.413, 1.503, 5.089)  0.06
H (-1.847, 0.353, 5.125)  0.10
H (-2.006, 2.093, 5.319)  0.09
H (4.624, 3.101, 4.921)  0.09
H (3.106, 3.871, 4.239)  -0.03
H (3.285, 3.423, 1.349)  0.08
H (4.592, 4.240, -0.553)  0.09
H (6.874, 5.207, -0.126)  0.09
H (7.676, 5.271, 2.257)  0.08
H (6.398, 4.309, 4.016)  0.10
H (-3.777, 1.045, 4.791)  0.09
H (-6.053, 1.437, 4.342)  0.10
H (-6.703, 2.573, 2.225)  0.09
H (-5.037, 2.900, 0.464)  0.11
C (1.459, -5.440, -1.251)  -0.04
C (0.834, -5.691, 0.075)  -0.23
C (0.412, -6.926, 0.481)  -0.05
C (-0.314, -7.118, 1.676)  -0.08
C (-0.602, -6.033, 2.474)  -0.09
C (-0.141, -4.765, 2.125)  -0.02
C (0.590, -4.569, 0.921)  -0.18
N (1.045, -3.255, 0.561)  0.12
C (0.228, -2.179, 0.374)  -0.39
N (-1.115, -2.450, 0.445)  0.13
C (-2.209, -1.868, -0.158)  -0.25
C (-2.325, -0.489, -0.422)  -0.24
C (-3.570, -0.053, -0.906)  -0.18
C (-4.672, -0.886, -1.096)  -0.10
C (-4.559, -2.266, -0.781)  -0.06
C (-3.315, -2.744, -0.343)  -0.21
C (-3.132, -4.237, -0.159)  -0.06
N (0.684, -1.024, 0.067)  0.06
C (2.029, -0.687, 0.121)  -0.29
C (2.554, 0.041, -0.961)  -0.04
C (3.832, 0.551, -0.920)  -0.10
C (4.616, 0.262, 0.189)  -0.10
C (4.077, -0.400, 1.293)  -0.07
C (2.772, -0.880, 1.282)  -0.22
C (2.050, -1.358, 2.546)  -0.07
H (1.214, -6.240, -1.938)  0.08
H (2.549, -5.385, -1.271)  0.09
H (1.089, -4.479, -1.574)  0.08
H (0.696, -7.806, -0.078)  0.11
H (-0.626, -8.108, 1.987)  0.10
H (-1.213, -6.214, 3.320)  0.09
H (-0.352, -3.861, 2.689)  0.12
H (2.054, -3.120, 0.531)  0.15
H (-1.301, -3.457, 0.706)  0.10
H (-3.733, 1.011, -1.160)  0.09
H (-5.665, -0.479, -1.400)  0.10
H (-5.337, -2.967, -0.954)  0.08
H (-3.944, -4.823, -0.636)  0.09
H (-3.159, -4.637, 0.827)  0.07
H (-2.227, -4.539, -0.637)  0.06
H (1.872, 0.365, -1.750)  0.09
H (4.204, 1.157, -1.721)  0.09
H (5.625, 0.578, 0.232)  0.08
H (4.692, -0.479, 2.164)  0.09
H (2.443, -0.917, 3.415)  0.01
H (2.251, -2.421, 2.692)  0.07
H (0.962, -1.077, 2.448)  0.08
O (-3.524, -4.075, -5.640)  0.12
C (-2.892, -3.154, -6.394)  -0.46
O (-2.802, -3.345, -7.594)  0.08
C (-2.218, -1.973, -5.733)  -0.12
C (-2.206, -1.762, -4.320)  0.00
C (-1.544, -0.698, -3.750)  0.00
C (-0.896, 0.225, -4.582)  -0.23
C (-0.818, -0.037, -5.957)  -0.03
C (-1.487, -1.070, -6.495)  -0.04
N (-0.192, 1.257, -3.912)  0.13
C (-0.502, 2.460, -4.092)  -0.12
C (0.099, 3.556, -3.378)  -0.30
C (-0.286, 4.859, -3.676)  -0.01
C (0.257, 5.961, -2.931)  -0.06
C (1.091, 5.642, -1.893)  -0.05
C (1.465, 4.286, -1.643)  -0.08
N (0.968, 3.268, -2.392)  0.11
H (-3.563, -3.786, -4.730)  0.08
H (-2.713, -2.378, -3.566)  0.11
H (-1.486, -0.581, -2.642)  0.10
H (-0.323, 0.657, -6.577)  0.10
H (-1.494, -1.245, -7.568)  0.12
H (-1.211, 2.751, -4.922)  0.14
H (-0.933, 5.075, -4.553)  0.11
H (-0.161, 6.904, -3.165)  0.09
H (1.552, 6.365, -1.173)  0.12
H (2.140, 4.069, -0.892)  0.07



Here is a cluster of 10 separate species, C51H46O31 in total from the Open Molecules 2025 dataset. Energies are from ωB97M-V/def2-TZVPD.

The LUMO energy is -2.7 eV. The value obtained for the HOMO-LUMO gap is 6.25 eV. The calculation puts the relative energy (zero: lowest compared OMol25 entry of this formula, charge and spin) at 0.0971 eV. As for the structure (SMILES): O=C1C=C(O)C(=O)C=C1O.O=C1C=C(O)C(=O)C=C1O.O=C1C=C(O)C(=O)C=C1O.O=C1C=C(O)C(=O)C=C1O.O=C1C=C(O)C(=O)C=C1O.O=C1C=C(O)C(=O)C=C1O.O=C1C=C(O)C(=O)C=C1O.CC(C)=O.CC(C)=O.CC(C)=O. The value obtained for the highest occupied orbital energy is -8.92 eV.

Last column: Löwdin charge in e.
Positions of all 128 atoms, in Å:
C (1.488, 0.219, -1.378)  0.12
C (1.033, 1.187, -0.262)  -0.18
C (-0.079, 0.829, 0.532)  -0.39
O (-0.421, 1.481, 1.479)  0.14
C (-0.965, -0.269, 0.062)  0.12
C (-0.632, -1.145, -1.089)  -0.14
C (0.725, -0.995, -1.602)  -0.32
O (1.319, -1.874, -2.317)  0.06
O (-1.424, -2.051, -1.650)  0.18
O (1.818, 2.225, 0.081)  0.08
H (2.393, 0.277, -2.155)  0.15
H (-1.868, -0.291, 0.348)  0.02
H (-2.186, -1.885, -1.273)  0.00
H (1.233, 2.590, 0.817)  0.12
C (-6.827, -2.498, 2.334)  0.14
C (-5.948, -1.663, 1.431)  -0.18
C (-4.645, -2.083, 1.027)  -0.42
O (-3.986, -1.387, 0.276)  0.10
C (-4.242, -3.388, 1.424)  0.11
C (-5.091, -4.315, 2.339)  -0.12
C (-6.379, -3.846, 2.776)  -0.34
O (-7.132, -4.480, 3.569)  0.09
O (-4.941, -5.688, 2.478)  0.08
O (-6.285, -0.424, 1.055)  0.16
H (-7.806, -2.217, 2.455)  0.08
H (-3.285, -3.839, 1.116)  0.12
H (-3.971, -5.771, 2.642)  0.14
H (-5.516, -0.239, 0.665)  0.02
C (-2.480, 7.410, 2.862)  0.10
C (-1.634, 6.391, 2.102)  -0.09
C (-0.352, 5.894, 2.549)  -0.32
O (0.362, 5.023, 1.924)  0.05
C (-0.048, 6.276, 3.942)  0.09
C (-0.796, 7.320, 4.659)  -0.11
C (-2.028, 7.982, 4.049)  -0.44
O (-2.605, 8.850, 4.630)  0.15
O (-0.382, 7.771, 5.896)  0.09
O (-2.032, 5.915, 0.855)  0.14
H (-3.343, 8.112, 2.490)  0.17
H (0.913, 5.816, 4.137)  0.09
H (0.238, 7.139, 6.239)  0.11
H (-1.387, 5.730, 0.345)  -0.01
C (-3.743, -4.478, -3.979)  0.12
C (-4.661, -4.560, -5.259)  -0.05
C (-6.107, -4.224, -5.176)  -0.41
O (-6.759, -4.381, -6.110)  0.17
C (-6.570, -3.853, -3.811)  0.12
C (-5.648, -3.654, -2.707)  -0.14
C (-4.212, -4.005, -2.761)  -0.38
O (-3.599, -4.028, -1.692)  0.11
O (-6.098, -3.026, -1.622)  0.16
O (-4.209, -5.203, -6.399)  0.07
H (-2.796, -4.600, -3.956)  0.03
H (-7.492, -3.621, -3.623)  0.05
H (-6.982, -3.094, -1.586)  0.06
H (-4.996, -5.176, -7.051)  0.16
C (-3.203, -3.137, 5.660)  0.09
C (-2.167, -4.041, 6.306)  -0.16
C (-0.801, -4.008, 5.850)  -0.38
O (0.086, -4.593, 6.454)  0.12
C (-0.546, -2.988, 4.864)  0.10
C (-1.440, -1.955, 4.274)  -0.14
C (-2.889, -2.193, 4.642)  -0.35
O (-3.841, -1.614, 4.054)  0.07
O (-1.169, -1.040, 3.342)  0.13
O (-2.478, -4.988, 7.227)  0.10
H (-4.296, -3.140, 6.060)  0.16
H (0.389, -2.945, 4.508)  0.06
H (-0.410, -1.176, 2.814)  0.10
H (-1.642, -5.476, 7.362)  0.12
C (2.177, 2.863, -6.955)  0.12
C (2.252, 2.538, -5.500)  -0.14
C (3.507, 2.163, -4.992)  -0.40
O (3.644, 1.863, -3.778)  0.05
C (4.657, 2.002, -5.844)  0.09
C (4.565, 2.349, -7.322)  -0.13
C (3.262, 2.692, -7.976)  -0.32
O (2.999, 2.944, -9.164)  0.12
O (5.662, 2.608, -8.056)  0.10
O (1.156, 2.592, -4.598)  0.08
H (1.286, 2.999, -7.553)  0.11
H (5.567, 1.868, -5.323)  0.10
H (6.433, 2.790, -7.480)  0.14
H (1.513, 2.274, -3.796)  0.05
C (2.587, -0.934, 5.633)  0.10
C (1.537, 0.192, 5.432)  -0.11
C (1.651, 1.059, 4.335)  -0.44
O (0.891, 1.945, 4.112)  0.15
C (2.876, 0.881, 3.504)  0.12
C (3.961, -0.060, 3.853)  -0.11
C (3.752, -1.029, 4.900)  -0.41
O (4.556, -1.942, 5.188)  0.12
O (5.210, -0.223, 3.187)  0.13
O (0.424, 0.212, 6.301)  0.08
H (2.427, -1.471, 6.614)  0.15
H (3.038, 1.718, 2.698)  0.14
H (5.356, 0.499, 2.726)  0.02
H (-0.043, 0.995, 6.050)  0.09
C (5.900, -1.589, -3.662)  -0.03
C (5.307, -2.359, -2.532)  -0.52
O (5.548, -2.292, -1.408)  0.11
C (4.155, -3.396, -2.949)  0.01
H (5.468, -0.594, -3.955)  0.08
H (5.956, -2.281, -4.604)  0.12
H (6.869, -1.234, -3.364)  0.06
H (3.951, -4.055, -2.205)  0.04
H (4.728, -3.963, -3.796)  0.11
H (3.358, -2.917, -3.352)  -0.01
C (-0.389, -3.027, -5.084)  -0.02
C (1.146, -2.696, -5.309)  -0.47
O (1.971, -3.563, -5.396)  0.08
C (1.360, -1.243, -5.566)  -0.02
H (-0.931, -3.950, -5.450)  0.08
H (-1.240, -2.316, -5.628)  0.13
H (-0.811, -2.876, -4.184)  -0.02
H (2.411, -1.114, -5.904)  0.10
H (1.557, -0.532, -4.673)  0.10
H (0.551, -0.895, -6.072)  0.04
C (5.149, 6.595, 3.474)  -0.01
C (4.080, 5.484, 3.167)  -0.40
O (3.338, 5.138, 4.127)  0.00
C (3.879, 4.981, 1.771)  -0.03
H (6.013, 6.219, 3.186)  0.01
H (5.231, 7.071, 4.493)  0.11
H (4.896, 7.504, 2.983)  0.07
H (3.121, 5.608, 1.232)  0.10
H (3.286, 4.051, 1.792)  0.06
H (4.765, 4.911, 1.080)  0.10